DFT (wB97M-V/def2-TZVPD) results for a 2-piece molecular cluster, C4H12 overall in a non-equilibrium geometry.

Results
- LUMO: 1.07 eV
- Electronic energy: -4341.479 eV
- SMILES string: CC.CC
- F_max: 4.13 eV/A

Each line ends with the natural charge from an NBO analysis.
CARTESIAN COORDINATES (ANGSTROEM)
C -0.50149 1.97613 0.74702  -0.61
C -1.12697 2.37766 -0.62064  -0.61
H -0.57065 2.79749 1.51211  0.20
H -0.88077 0.99568 1.10498  0.20
H 0.53000 1.92877 0.60746  0.20
H -0.69787 3.45265 -0.88767  0.20
H -2.24654 2.60147 -0.49514  0.21
H -0.76741 1.64936 -1.36752  0.21
C 0.52465 -2.63238 0.55363  -0.60
C 1.05517 -1.96075 -0.71234  -0.62
H -0.40538 -2.11206 0.87571  0.20
H 0.28595 -3.62127 0.48740  0.20
H 1.17287 -2.52096 1.34799  0.20
H 0.52917 -1.89784 -1.67855  0.22
H 2.09335 -2.22273 -0.83314  0.20
H 1.00592 -0.81124 -0.64129  0.20


DFT (wB97M-V/def2-TZVPD) results for a 2-piece molecular cluster, C4H12 overall in a non-equilibrium geometry.

Results
- LUMO: 1.12 eV
- Electronic energy: -4340.985 eV
- SMILES string: CC.CC
- F_max: 6.82 eV/A

Each line ends with the natural charge from an NBO analysis.
CARTESIAN COORDINATES (ANGSTROEM)
C 1.12944 -0.46704 -1.39314  -0.61
C -0.03780 -0.52984 -2.45009  -0.59
H 1.35805 0.54426 -0.97882  0.21
H 1.02881 -1.22516 -0.59373  0.21
H 1.95114 -0.75688 -2.13593  0.20
H -0.95961 -0.60645 -1.78491  0.19
H 0.02100 0.35065 -3.10308  0.21
H 0.01265 -1.36353 -2.96523  0.19
C -0.16482 -0.13127 1.75800  -0.58
C -0.93020 1.19081 2.04655  -0.62
H -0.22959 -0.85948 2.69595  0.19
H -0.60117 -0.69964 0.98005  0.20
H 0.77930 0.14336 1.55700  0.19
H -1.73401 0.81239 2.76978  0.20
H -1.29654 1.60513 1.08364  0.22
H -0.30973 1.67945 2.70738  0.21


DFT (wB97M-V/def2-TZVPD) results for a 2-piece molecular cluster, C4H12 overall in a non-equilibrium geometry.

Results
- LUMO: 1.11 eV
- Electronic energy: -4341.444 eV
- SMILES string: CC.CC
- F_max: 3.93 eV/A

Each line ends with the natural charge from an NBO analysis.
CARTESIAN COORDINATES (ANGSTROEM)
C -0.12415 -0.97134 -1.82272  -0.62
C 0.90488 -0.01611 -2.40004  -0.61
H 0.11149 -1.85833 -1.33273  0.21
H -0.91772 -0.56215 -1.21825  0.20
H -0.72478 -1.35814 -2.67211  0.20
H 0.56435 0.62674 -3.21799  0.21
H 1.67184 -0.55648 -2.94885  0.21
H 1.40806 0.62437 -1.71016  0.20
C -0.17644 1.14088 2.45406  -0.60
C -0.51932 -0.14970 1.88430  -0.62
H 0.46245 0.95100 3.32326  0.21
H 0.51100 1.66998 1.71566  0.20
H -1.15919 1.86458 2.67655  0.20
H -1.15385 -0.08509 0.96480  0.20
H -1.28620 -0.55806 2.58180  0.20
H 0.42756 -0.76215 1.72241  0.21


Energy above the lowest of the compared OMol25 structures with the same formula, charge and spin per entry: 1.049; 1.543; 1.084 eV